{"formula": "C38H23F3N6O2S3Ti", "method": "wB97M-V/def2-TZVPD", "s2": 0.754, "molar_mass_g_mol": 796.704, "e_lumo_ev": [-3.814, -3.952], "relative_energy_ev": 0.363, "largest_force_ev_per_a": 3.83, "total_charge": 1, "multiplicity": 2, "energy_ev": -116588.112, "gap_ev": [6.319, 6.183], "e_homo_ev": [-10.13, -10.14], "species": ["Ti", "C", "C", "C", "C", "N", "C", "C", "C", "C", "C", "C", "N", "C", "C", "C", "C", "C", "N", "H", "H", "H", "H", "H", "H", "H", "H", "H", "H", "H", "S", "C", "C", "C", "C", "C", "C", "N", "C", "C", "C", "C", "C", "C", "C", "C", "N", "C", "C", "C", "C", "C", "S", "C", "H", "H", "H", "H", "H", "H", "H", "H", "H", "H", "H", "H", "F", "C", "F", "F", "C", "O", "O", "S", "C", "N"], "positions_angstrom": [[-13.8152, -0.5302, -17.4729], [-12.4846, 1.0359, -13.5085], [-13.6266, 0.6228, -12.7773], [-14.8615, 0.4457, -13.4402], [-14.8766, 0.5635, -14.8536], [-13.6861, 0.6213, -15.5443], [-12.5372, 0.9398, -14.9158], [-15.9800, 0.4509, -15.7682], [-17.2980, 0.1320, -15.4508], [-18.1859, 0.0788, -16.5461], [-17.8119, 0.5727, -17.8115], [-16.4603, 0.7690, -18.0365], [-15.5479, 0.6360, -17.0359], [-15.8057, 1.0394, -19.2780], [-16.3858, 1.4520, -20.4802], [-15.5291, 1.8931, -21.4961], [-14.1424, 1.9691, -21.2630], [-13.6192, 1.3835, -20.1058], [-14.4421, 0.8798, -19.1433], [-11.5705, 1.3480, -13.0069], [-13.5508, 0.4158, -11.7100], [-15.7617, 0.1809, -12.9038], [-11.6925, 1.1431, -15.5468], [-17.6387, -0.0879, -14.4552], [-19.1790, -0.3423, -16.3958], [-18.5589, 0.7225, -18.5942], [-17.4668, 1.4266, -20.5876], [-15.9159, 2.2090, -22.4530], [-13.4670, 2.4257, -21.9973], [-12.5345, 1.3275, -19.9316], [-11.1798, -5.1236, -12.2550], [-10.5238, -4.1891, -10.9651], [-10.5766, -2.8452, -11.1886], [-11.1196, -2.5378, -12.4653], [-11.5397, -3.6724, -13.1670], [-12.0259, -3.6844, -14.5525], [-12.5718, -2.4994, -15.1315], [-12.7975, -2.3828, -16.4541], [-12.6698, -3.4801, -17.2813], [-12.3345, -4.7862, -16.7266], [-12.3567, -5.9485, -17.5773], [-12.5823, -5.8035, -18.9030], [-12.7707, -4.4861, -19.4894], [-12.9751, -4.2855, -20.8808], [-13.1624, -2.9692, -21.3872], [-13.2149, -1.9079, -20.4427], [-13.1514, -2.0796, -19.1326], [-12.8913, -3.3394, -18.6353], [-13.3648, -2.7179, -22.7950], [-13.2460, -3.6627, -23.7845], [-13.4810, -3.1591, -25.0919], [-13.8413, -1.8332, -25.0737], [-13.8672, -1.2069, -23.4761], [-12.0012, -4.8566, -15.3611], [-10.0835, -4.6841, -10.1016], [-10.2318, -2.0604, -10.5128], [-11.2355, -1.5200, -12.8619], [-12.7455, -1.6330, -14.5057], [-12.2212, -6.9326, -17.1737], [-12.6352, -6.6949, -19.5114], [-13.0617, -5.1340, -21.5506], [-13.3313, -0.8918, -20.8018], [-12.9047, -4.6692, -23.5609], [-13.4087, -3.7849, -25.9946], [-14.1170, -1.2207, -25.9343], [-11.6430, -5.7945, -14.9412], [-8.5715, -0.4956, -17.8627], [-9.8417, -0.8664, -17.6156], [-9.9426, -2.1711, -18.0100], [-9.9752, -0.8276, -16.2531], [-10.9128, -0.1145, -18.3892], [-10.6940, 0.0325, -19.5933], [-12.0136, 0.2097, -17.7626], [-16.9024, -3.7735, -19.1037], [-16.1356, -2.7924, -18.0827], [-15.4840, -2.0443, -17.4091]]}

***

{"formula": "C4H6HgLiO", "method": "wB97M-V/def2-TZVPD", "s2": 2.012, "molar_mass_g_mol": 277.622, "e_lumo_ev": [-4.283, -5.501], "relative_energy_ev": 0.885, "largest_force_ev_per_a": 2.73, "total_charge": 1, "multiplicity": 3, "energy_ev": -10662.166, "gap_ev": [7.117, 6.095], "e_homo_ev": [-11.40, -11.60], "species": ["C", "C", "H", "H", "H", "H", "Li", "O", "C", "C", "Hg", "H", "H"], "positions_angstrom": [[1.3648, 1.0196, -0.1605], [0.9810, -0.3257, 0.3107], [0.6074, 1.8094, -0.1266], [2.1151, 1.0967, -0.9524], [0.4078, -0.3623, 1.2513], [1.8104, -1.0457, 0.3299], [2.2459, 1.2120, 1.8531], [-1.9864, -0.0179, 0.5201], [-1.4978, -0.5546, -0.5402], [-0.1713, -0.7846, -0.8024], [-3.8390, 0.2043, 1.3148], [0.1701, -1.2487, -1.7286], [-2.2080, -1.0026, -1.2693]]}

***

{"formula": "C2H29HfO13", "method": "wB97M-V/def2-TZVPD", "molar_mass_g_mol": 439.731, "e_lumo_ev": -16.835, "relative_energy_ev": 7.413, "largest_force_ev_per_a": 5.01, "total_charge": 3, "multiplicity": 1, "energy_ev": -30425.707, "gap_ev": 2.352, "e_homo_ev": -19.19, "species": ["Hf", "C", "C", "O", "H", "H", "H", "H", "H", "O", "H", "H", "O", "H", "H", "O", "H", "H", "O", "H", "H", "O", "H", "H", "O", "H", "H", "O", "H", "H", "O", "H", "H", "O", "H", "H", "O", "H", "H", "O", "H", "H", "O", "H", "H"], "positions_angstrom": [[-16.2274, -17.5147, -23.3275], [-14.1416, -15.0878, -19.5813], [-14.1346, -15.3015, -21.1371], [-14.8993, -16.2590, -21.7154], [-13.9088, -16.0170, -19.0612], [-15.1571, -15.0009, -19.1950], [-13.6291, -14.2394, -19.1278], [-13.1121, -15.3089, -21.5147], [-14.5164, -14.3522, -21.5126], [-12.4935, -13.6222, -16.8502], [-12.0152, -13.0798, -16.2232], [-11.9450, -13.6228, -17.6346], [-14.7947, -18.3912, -18.2942], [-13.9194, -18.6619, -18.0169], [-15.3771, -18.7283, -17.6134], [-12.0090, -17.6630, -18.6501], [-11.8593, -18.2400, -19.3990], [-12.9247, -17.3964, -18.7319], [-12.1498, -16.2530, -16.1095], [-12.1743, -16.6505, -16.9799], [-11.9496, -15.3312, -16.2722], [-13.9311, -11.3837, -17.7077], [-13.5816, -12.2246, -17.4128], [-14.2514, -10.9637, -16.9094], [-15.8068, -13.1387, -24.1826], [-15.9773, -12.2717, -23.8144], [-16.2218, -13.7456, -23.5697], [-17.2966, -16.9626, -19.0684], [-17.5045, -17.3054, -19.9376], [-16.4556, -17.3628, -18.8474], [-14.6491, -19.1313, -21.8043], [-13.7468, -19.4507, -21.8072], [-14.9775, -19.3476, -20.9316], [-10.7861, -15.9890, -21.7583], [-10.7367, -16.9203, -21.5425], [-11.7180, -15.8254, -21.9030], [-15.4818, -15.6377, -16.4653], [-15.2619, -16.5393, -16.7000], [-14.6874, -15.1393, -16.6572], [-17.7135, -14.5094, -20.2298], [-17.5716, -15.0818, -19.4757], [-16.9856, -14.7051, -20.8198], [-10.4923, -14.0383, -18.9236], [-10.8164, -14.6724, -19.5631], [-9.5485, -14.1937, -18.8887]]}

***

{"formula": "C8H10NO4Se", "method": "wB97M-V/def2-TZVPD", "molar_mass_g_mol": 263.131, "e_lumo_ev": 1.012, "relative_energy_ev": 1.006, "largest_force_ev_per_a": 3.37, "total_charge": -1, "multiplicity": 1, "energy_ev": -83483.249, "gap_ev": 4.296, "e_homo_ev": -3.28, "species": ["C", "C", "C", "C", "C", "C", "C", "C", "N", "O", "O", "O", "O", "Se", "H", "H", "H", "H", "H", "H", "H", "H", "H", "H"], "positions_angstrom": [[0.5124, -0.2713, 1.9361], [1.6991, 0.3130, 1.5440], [-0.5735, 0.4419, 1.5082], [1.3852, 1.5202, 0.8952], [-0.9668, 3.5594, -0.4613], [0.3998, -3.5819, -1.9516], [0.0807, -2.2429, -1.2820], [-1.0939, 2.2312, 0.1182], [-0.2312, 1.5149, 0.8373], [0.2110, 4.1415, -0.5564], [-1.9478, 4.1935, -0.8115], [-1.8117, -0.1055, 1.7022], [1.9508, 2.3977, 0.3024], [-1.4623, -2.8252, -0.1656], [0.4254, -1.0576, 2.6169], [2.7740, 0.0185, 1.7031], [0.5099, -4.3764, -1.1613], [-0.5934, -3.7703, -2.4561], [1.2688, -3.5512, -2.6110], [-0.3192, -1.5057, -1.9892], [0.7493, -1.7451, -0.4549], [-2.0228, 1.7799, 0.0827], [-1.9581, -0.6790, 0.8843], [1.0141, 3.6001, -0.2297]]}